w | An isolated ion of composition CH3N5O and charge +2. Source: the OMol25 dataset; level of theory: ωB97M-V/def2-TZVPD.

Values from the calculation:
* net charge: +2
* frontier orbital gap (alpha / beta): 8.33 / 8.30 eV
* structure (SMILES): N#[N+]NC(=[NH2+])N=O
* molar mass: 101.07 g/mol

```
10
CH3N5O, DFT ωB97M-V/def2-TZVPD
C -0.258 -1.119 0.010
N -2.477 -1.347 0.593
N -3.132 -2.227 0.538
N -1.462 -0.586 0.603
N -0.292 -2.355 -0.453
N 0.590 -0.172 -0.305
O 0.397 -3.259 -0.547
H -1.708 0.391 0.807
H 0.502 0.716 -0.765
H 1.648 -0.245 -0.289
```

---

x | An isolated ion of composition CH3N5O and charge +2. Source: the OMol25 dataset; level of theory: ωB97M-V/def2-TZVPD.

Values from the calculation:
* net charge: +2
* frontier orbital gap (alpha / beta): 7.84 / 7.93 eV
* structure (SMILES): [NH2+]=C=[NH+]/N=N\N=O
* molar mass: 101.07 g/mol

```
10
CH3N5O, DFT ωB97M-V/def2-TZVPD
C 0.267 0.110 -0.354
N 0.744 0.062 -2.686
N 0.536 1.323 -2.878
N 0.591 -0.418 -1.503
N 0.288 2.423 -2.700
N -0.468 0.272 0.702
O 0.027 3.509 -2.572
H 1.147 -1.338 -1.609
H -0.045 0.913 1.371
H -1.347 -0.154 0.876
```

---

Energy ordering: w at the bottom, the next structure 52.0 kcal/mol above.

---

w | One molecule with the formula C4H10O2. Source: the OMol25 dataset; level of theory: ωB97M-V/def2-TZVPD.

Values from the calculation:
* frontier orbital gap: 10.40 eV
* structure (SMILES): C[C@@H](O)CCO
* molar mass: 90.12 g/mol

```
16
C4H10O2, DFT ωB97M-V/def2-TZVPD
C -1.849 0.039 0.340
C -0.382 0.225 0.571
O 0.074 -1.031 1.449
C 0.309 0.769 -0.745
C 1.692 0.150 -0.797
O 1.521 -1.204 -0.473
H -2.287 -0.394 1.237
H -2.324 0.997 0.110
H -2.009 -0.625 -0.520
H -0.102 0.911 1.357
H -0.381 -1.880 1.261
H 0.310 1.883 -0.717
H -0.250 0.512 -1.660
H 2.360 0.686 -0.100
H 2.149 0.224 -1.794
H 1.168 -1.261 0.480
```

---

x | One molecule with the formula C4H10O2. Source: the OMol25 dataset; level of theory: ωB97M-V/def2-TZVPD.

Values from the calculation:
* frontier orbital gap: 10.97 eV
* structure (SMILES): COCCCO
* molar mass: 90.12 g/mol

```
16
C4H10O2, DFT ωB97M-V/def2-TZVPD
C -1.583 1.289 1.121
O -0.877 0.648 0.085
C 0.518 0.580 0.340
C 1.173 -0.107 -0.847
C 0.661 -1.558 -1.066
O -0.188 -2.025 -0.040
H -1.201 2.306 1.295
H -2.629 1.350 0.813
H -1.518 0.726 2.064
H 0.698 0.015 1.268
H 0.919 1.598 0.477
H 0.973 0.499 -1.736
H 2.259 -0.087 -0.694
H 0.164 -1.630 -2.048
H 1.508 -2.250 -1.085
H -0.879 -1.352 0.054
```

---

y | C4H10O2 as an isolated structure. Source: the OMol25 dataset; level of theory: ωB97M-V/def2-TZVPD.

Values from the calculation:
* frontier orbital gap: 9.11 eV
* molar mass: 90.12 g/mol

```
16
C4H10O2, DFT ωB97M-V/def2-TZVPD
C 1.529 0.743 1.083
C 0.538 -0.393 0.956
O -0.557 -0.297 1.748
O 0.952 -1.588 0.708
H -0.675 0.605 2.075
H 2.264 0.679 0.285
H 2.036 0.628 2.044
H 1.043 1.719 1.052
C -0.162 -0.099 -1.210
C -1.668 -0.290 -1.231
H -1.930 -1.345 -1.130
H 0.129 0.948 -1.287
H 0.320 -0.590 -2.067
H 0.428 -1.046 -0.462
H -2.110 0.077 -2.160
H -2.137 0.247 -0.405
```

---

Energy ordering: x at the bottom, the next structure 16.5 kcal/mol above.

---

w | A 3-piece molecular cluster, C5H15NO2 overall. Source: the OMol25 dataset; level of theory: ωB97M-V/def2-TZVPD.

Values from the calculation:
* ⟨S²⟩: 0.750
* net charge: -1
* frontier orbital gap (alpha / beta): 2.56 / 8.63 eV
* multiplicity: 2
* molar mass: 121.18 g/mol

```
23
C5H15NO2, DFT ωB97M-V/def2-TZVPD
C -0.398 -0.789 0.075
N -0.811 0.697 -0.138
C -1.247 0.902 -1.607
C 0.402 1.425 0.461
C 1.544 0.455 0.815
C 0.660 -0.895 1.217
H -1.418 -1.126 0.436
H -0.025 -1.346 -0.744
H -1.226 0.226 -2.400
H -2.316 1.310 -1.667
H -0.748 1.834 -1.887
H 0.604 2.271 -0.316
H 0.162 2.005 1.364
H 2.311 0.163 0.056
H 2.028 0.913 1.799
H 0.303 -0.885 2.238
H 1.225 -1.830 1.104
H -3.197 -1.084 2.130
H -1.681 -1.702 1.901
O -2.570 -1.839 2.174
H 1.901 -0.670 -1.779
H 2.638 0.291 -2.617
O 1.860 -0.326 -2.615
```

---

x | A 2-piece molecular cluster, C5H15NO2 overall. Source: the OMol25 dataset; level of theory: ωB97M-V/def2-TZVPD.

Values from the calculation:
* ⟨S²⟩: 0.750
* net charge: -1
* frontier orbital gap (alpha / beta): 2.35 / 8.52 eV
* multiplicity: 2
* molar mass: 121.18 g/mol

```
23
C5H15NO2, DFT ωB97M-V/def2-TZVPD
C -1.284 1.070 -1.097
N -0.814 -0.238 -0.447
C 1.914 1.580 0.639
C 1.469 0.091 0.919
C 0.639 -0.406 -0.377
C 0.571 -1.978 -0.392
O 1.954 -2.291 -0.314
H -2.427 1.108 -1.320
H -0.925 1.021 -2.161
H -0.932 2.027 -0.695
H -1.291 -0.496 0.322
H 1.090 2.002 0.124
H 2.055 2.189 1.566
H 2.810 1.465 -0.035
H 2.525 -0.382 0.758
H 1.046 -0.187 1.795
H 1.138 0.129 -1.297
H 0.165 -2.367 -1.321
H -0.043 -2.418 0.528
H 1.980 -3.203 -0.573
H -3.862 1.006 0.598
H -3.647 0.096 1.825
O -4.130 0.185 0.957
```

---

Energy ordering: x at the bottom, the next structure 1.5 kcal/mol above.